The following is a quantum chemistry calculation of the ion C8H19N3 with charge +2 at a distorted geometry, from the Open Molecules 2025 dataset.

## Properties
**Net charge**: +2
**Structure (SMILES)**: C/C(N)=[NH+]/C(C)=[N+](\C)C(C)C
**LUMO level**: -9.211 eV
**Relative energy (zero: lowest compared OMol25 entry of this formula, charge and spin)**: 0.582 eV
**Strongest force on any atom**: 8.31 eV/Å

Last column: Löwdin charge in e.
Positions of all 30 atoms, in Å:
H  -3.15030  -1.56393  -0.64433  0.135
C  1.79484  -0.15485  -0.69945  0.068
C  1.02979  2.12077  1.66846  -0.019
H  0.60337  1.27415  2.28180  0.097
H  -3.16716  -3.20784  -0.82111  0.134
H  1.50813  3.81113  -0.47450  0.089
H  -2.48815  -0.18517  1.07812  0.110
C  -0.83715  -3.91013  -0.26343  0.061
H  -1.60067  1.15185  1.43287  0.099
H  1.49653  2.62267  -1.74815  0.098
H  -0.39584  2.29065  0.11948  0.131
H  -0.90379  -4.18985  -1.29909  0.118
H  0.51207  -1.79630  0.13502  0.181
H  2.59162  2.55225  -0.44721  0.083
H  2.07422  1.99332  2.07258  0.121
H  0.21034  -3.99568  0.09177  0.122
C  1.59869  2.80128  -0.69397  -0.007
H  1.46224  -1.16682  -0.86616  0.084
N  -2.70527  -2.43872  -0.43718  0.275
H  -2.23809  1.16611  -0.10648  0.107
N  -0.47181  -1.55110  -0.14443  0.142
H  0.57455  2.96039  2.06207  0.068
C  -1.79261  0.51293  0.59679  0.031
C  -0.63123  -0.20224  -0.04239  -0.067
H  1.95430  0.49097  -1.53195  0.101
H  2.57543  0.08717  0.05697  0.147
C  0.65318  2.00159  0.17324  -0.353
C  -1.38073  -2.50283  -0.17989  -0.250
N  0.62414  0.57915  -0.15000  -0.018
H  -1.52273  -4.46709  0.34874  0.110

The following is a quantum chemistry calculation of the ion C5H12NO with charge +1 at a distorted geometry, from the Open Molecules 2025 dataset.

## Properties
**Net charge**: +1
**Structure (SMILES)**: OC[C@H]1CCC[NH2+]1
**LUMO level**: -3.080 eV
**Relative energy (zero: lowest compared OMol25 entry of this formula, charge and spin)**: 0.139 eV
**Strongest force on any atom**: 2.30 eV/Å

Last column: Löwdin charge in e.
Positions of all 19 atoms, in Å:
H  -0.05183  -0.27996  -1.64379  0.166
C  1.52237  1.03300  -0.40561  -0.196
H  -2.09298  -0.51836  -1.04445  0.138
H  0.51927  -1.62813  -0.99460  0.181
N  -0.01358  -0.79230  -0.76200  0.095
H  -1.77211  -1.01308  1.82570  0.119
H  -2.47515  0.34183  0.97055  0.110
H  2.69588  0.86227  -2.00214  0.120
H  -1.68586  -2.04555  -0.29010  0.120
C  -1.42652  -1.02146  -0.33798  -0.087
H  2.41092  1.38682  0.11175  0.144
H  1.30890  -0.85471  0.87898  0.165
H  0.89561  1.89429  -0.58596  0.128
C  -1.62933  -0.30768  1.01080  -0.119
H  -0.49774  1.54692  0.96376  0.117
H  -0.07354  0.48398  2.30216  0.124
C  -0.33429  0.50952  1.25562  -0.110
O  1.91278  0.45530  -1.62131  -0.053
C  0.78719  -0.05272  0.36862  -0.162

The following is a quantum chemistry calculation of a structure of composition C49H69ClGeN5P3Sc, from the Open Molecules 2025 dataset.

## Properties
**Net charge**: +2
**<S²>**: 0.79
**LUMO level (spin up / spin down)**: -5.264 / -6.545 eV
**Relative energy (zero: lowest compared OMol25 entry of this formula, charge and spin)**: 0.000 eV
**2S+1**: 2
**Strongest force on any atom**: 0.53 eV/Å

Last column: Löwdin spin population.
Positions of all 129 atoms, in Å:
H  3.49371  -1.32412  -2.81479  0.000
H  1.90084  3.27405  4.23628  0.000
H  -2.55316  2.72487  -2.29726  0.000
H  -0.00933  -1.29826  2.55346  0.000
H  2.33386  0.08071  5.14114  0.000
H  0.02634  -0.46967  4.10633  0.000
H  1.73968  -5.33323  -3.17909  0.000
H  -1.30902  -4.62691  1.49724  0.007
H  1.17723  -3.20108  1.87945  0.001
H  -5.97426  -0.01920  -3.07876  0.000
H  1.78360  -5.53029  2.14744  0.000
C  -3.87977  2.88945  3.77398  0.000
N  -1.32253  -2.21954  0.15488  0.386
C  -3.42448  0.65349  -0.95445  0.000
C  -0.48096  -3.15023  -0.53709  0.040
H  -0.69879  -3.06726  -1.60453  0.011
C  -3.31197  -1.73711  3.12200  -0.011
C  3.98816  -0.34444  -0.89357  0.000
H  3.07789  2.79240  -1.51437  0.000
H  4.07001  -3.07327  -1.37924  0.000
C  -1.14322  -1.85758  -4.90055  0.000
C  3.48782  -0.43060  -2.21186  0.000
H  -0.59702  3.97478  0.77123  0.000
H  0.21696  -4.76088  -2.52500  0.000
H  4.00238  -3.94471  1.00370  0.000
H  4.06860  4.00833  1.88108  0.000
C  2.82905  -0.43185  4.31691  0.000
H  -6.38285  -1.82375  -1.44006  0.000
H  2.36330  -5.65335  0.49601  0.000
N  0.26964  -0.72371  -2.74549  0.000
H  2.94434  3.33076  0.70610  0.000
C  -0.89387  1.99742  -4.52982  0.000
C  0.19210  1.88147  2.70286  0.000
H  -0.14719  1.21814  -4.67532  0.000
Ge  -0.97653  0.51315  0.37290  0.009
H  -5.37790  0.46638  1.94344  0.000
H  1.77698  2.95282  -4.19283  0.000
H  3.57207  -2.28688  1.40043  0.000
N  -0.97353  1.37305  2.02651  0.002
H  1.34526  4.53991  -1.52437  0.000
H  -1.77472  3.30666  3.81094  0.000
C  -4.26740  0.76440  -2.06068  0.000
C  1.84945  -3.63586  1.13089  0.003
C  1.26552  -4.92952  -2.28259  0.001
C  3.29341  -3.32933  1.55355  0.002
P  1.33109  -2.72824  -0.40614  0.023
H  1.86371  -2.93164  -2.69074  0.000
H  -3.87228  -0.94919  3.60299  -0.004
C  -4.74898  -1.23869  -0.17665  0.002
C  0.60032  -1.10678  3.43163  0.000
H  -5.92999  2.31082  3.50600  0.000
N  -2.27416  1.37853  -0.70522  0.001
H  -1.58228  5.43254  -1.30508  0.000
H  3.63733  3.48785  4.31989  0.000
C  -3.17890  -2.97135  3.76114  0.186
H  4.22231  1.38060  0.46497  0.000
H  -0.63080  -4.19655  -0.26974  0.001
H  -2.38741  -4.96789  3.65462  -0.004
H  -4.11604  3.68847  4.46397  0.000
C  -5.32516  -0.12389  -2.21909  0.000
H  2.64728  1.13600  -3.55496  0.000
C  3.06649  0.85573  -2.60280  0.000
H  -4.93845  -1.99895  0.57164  0.001
H  4.42681  -1.14781  -0.32443  0.000
Cl  1.10662  -1.94067  -6.41255  0.000
H  2.34293  4.25294  2.07926  0.000
H  2.44064  -1.14017  2.35776  0.000
H  3.90595  -4.20347  -2.72117  0.000
N  -2.86306  -0.27860  1.17415  0.015
H  -1.67365  -2.29487  -5.73570  0.000
C  -1.95700  -2.56298  1.26640  0.031
H  3.68608  -4.76633  -1.07553  0.000
H  0.83730  3.89594  -5.33991  0.000
H  -0.51114  5.74858  -2.67490  0.000
C  -0.33520  3.14248  -3.69395  0.001
C  -4.59332  1.08313  2.36412  0.000
H  -2.83241  -1.72156  -3.56843  0.000
H  3.42390  -3.55585  2.61314  0.000
H  3.96180  1.72135  2.57541  0.000
C  -2.55592  2.67098  3.41464  0.001
H  -4.11036  1.53906  -2.79914  0.000
C  3.02295  2.27931  2.65782  0.000
C  1.94467  -0.48136  3.07174  0.000
H  -1.07598  3.94682  -3.70260  0.000
C  -1.86916  -3.81701  1.93961  0.135
C  -1.04233  -0.99039  -2.67537  0.001
H  0.64199  -5.45565  0.81352  0.000
C  0.37150  4.24919  0.34537  0.000
C  3.50219  -3.92781  -1.74583  0.002
C  0.21313  -1.58909  -4.98580  0.000
H  0.31647  2.96328  2.57187  0.000
H  -1.78264  1.54889  -4.08305  0.000
H  1.92102  -0.81181  -4.01119  0.000
H  0.76668  -2.05722  3.94439  0.000
C  3.09612  3.52857  1.76531  0.000
C  -2.74068  -1.53070  1.89002  0.127
H  2.92669  1.97283  4.84586  0.000
H  1.32167  -5.69823  -1.51348  0.000
C  0.87084  -1.02378  -3.90767  0.000
C  -1.77510  -1.54294  -3.71232  0.000
P  -0.16086  2.72762  -1.89089  0.002
C  3.29633  1.73492  -1.52638  0.000
C  -5.56053  -1.13645  -1.30161  0.000
H  -3.64499  -3.12047  4.72536  0.010
H  3.00945  -1.45785  4.64493  0.000
C  -4.90040  2.11594  3.24162  0.001
C  3.87804  0.99086  -0.47591  0.000
C  2.85352  2.75951  4.10407  0.000
H  1.10154  3.49466  0.64282  0.000
C  -0.54008  5.56151  -1.60341  0.000
C  0.32047  4.37194  -1.17572  0.000
C  -2.24113  1.65029  2.52244  0.000
H  3.79984  0.02952  4.14429  0.000
C  1.63712  -5.15138  1.13432  0.000
C  -1.95801  2.61192  -1.39079  0.000
H  -1.17216  2.36998  -5.51689  0.000
H  -2.19330  3.46951  -0.75442  0.000
C  0.96824  3.67947  -4.27888  0.000
C  -3.71370  -0.34441  -0.01436  0.007
C  2.00250  -3.64966  -1.87822  0.004
P  1.73212  1.07944  2.06544  0.000
H  1.29314  4.60015  -3.79430  0.000
H  -0.17245  6.46266  -1.11043  0.000
H  0.12201  1.70220  3.78194  0.000
H  -1.53544  -0.79372  -1.74146  0.000
Sc  1.57034  0.20535  -0.78204  0.006
C  -2.46881  -4.01026  3.15861  -0.006
H  0.66831  5.19903  0.79337  0.000
C  -3.27489  0.84577  2.03570  0.001

The following is a quantum chemistry calculation of a cluster of 2 separate species, C2H4O4 in total at a distorted geometry, from the Open Molecules 2025 dataset.

## Properties
**Net charge**: 0
**Structure (SMILES)**: O=CO.O=CO
**LUMO level**: 0.562 eV
**Relative energy (zero: lowest compared OMol25 entry of this formula, charge and spin)**: 1.278 eV
**Strongest force on any atom**: 4.71 eV/Å

Last column: Löwdin charge in e.
Positions of all 10 atoms, in Å:
O  0.99421  1.09019  0.06191  0.061
H  1.55770  1.68364  -0.42280  0.122
H  -2.69877  -1.49423  -0.32317  0.139
H  -0.24509  0.00970  -0.03791  -0.016
C  -2.20464  -0.51972  -0.13764  -0.335
C  1.84661  0.02673  0.22774  -0.329
O  -2.84691  0.45317  -0.35697  0.087
O  -0.84835  -0.65764  0.18161  0.036
H  1.47854  -0.55346  1.02422  0.131
O  2.96671  -0.03838  -0.21700  0.103

Q: Which energy values were calculated for the entries above? A: -13056.13741; -8910.48980; -176979.31446; -10328.12134, in eV.